(1)
{
  "formula": "C3H5N5O",
  "method": "the ωB97M-V functional and the def2-TZVPD basis",
  "elements": ["C", "C", "C", "H", "H", "H", "H", "H", "N", "N", "N", "N", "N", "O"],
  "positions_angstrom": [[-0.9352, 0.1381, 0.5429], [1.3160, 0.4976, -0.0129], [-0.1001, 0.0502, -0.3335], [-2.6450, -0.3109, 1.5126], [-2.7380, -0.4939, -0.4144], [2.7303, -0.5037, -1.1095], [0.2928, -0.3373, -2.2431], [0.6825, -1.5681, -1.3027], [-2.1710, -0.3701, 0.4768], [0.5664, 1.2621, 2.0865], [1.2496, 1.4568, 1.0522], [2.4587, 0.3904, -0.5060], [0.0238, -0.8320, -1.4998], [-0.7308, 0.6207, 1.7509]],
  "atomic_forces_ev_per_a": [[-6.99, -0.35, 5.52], [-3.52, 1.23, -0.30], [12.32, -1.94, -8.59], [1.05, -0.27, -4.04], [1.37, 0.32, 2.05], [-1.53, 2.70, 1.27], [1.35, 2.23, -3.59], [0.01, -0.08, 0.02], [-4.29, -0.56, 2.38], [0.46, 1.60, -4.65], [0.93, -0.35, 4.73], [1.83, -2.85, -1.06], [-3.44, -1.72, 3.97], [0.45, 0.05, 2.29]],
  "homo_energy_ha": -0.3304,
  "smiles": "[H]/N=c1/nnoc(N)c1N",
  "charge": 0,
  "lumo_ev": -0.2,
  "orbital_gap_ha": 0.3214
}

---

(2)
{
  "formula": "C46H62N5O2OsSe",
  "method": "the ωB97M-V functional and the def2-TZVPD basis",
  "elements": ["Os", "C", "C", "C", "C", "C", "C", "C", "Se", "C", "C", "C", "C", "C", "C", "O", "C", "C", "C", "C", "C", "C", "C", "C", "C", "O", "C", "C", "C", "C", "C", "C", "H", "H", "H", "H", "H", "H", "H", "H", "H", "H", "H", "H", "H", "H", "H", "H", "H", "H", "H", "H", "H", "H", "H", "H", "H", "H", "H", "H", "H", "H", "H", "H", "H", "H", "H", "H", "H", "H", "H", "H", "N", "C", "C", "C", "C", "C", "C", "C", "C", "C", "C", "C", "C", "H", "H", "H", "H", "H", "H", "H", "H", "H", "H", "C", "N", "C", "N", "C", "N", "C", "N", "C", "C", "H", "H", "H", "H", "H", "H", "H", "H", "H", "H", "H", "H"],
  "positions_angstrom": [[0.3479, -1.1223, 0.4389], [-4.4148, 4.9463, 1.0514], [-4.4651, 4.3208, -0.3529], [-5.9398, 4.1472, -0.7286], [-3.8159, 5.2757, -1.3661], [-3.7074, 3.0053, -0.3248], [-2.4258, 2.9307, 0.2202], [-1.7865, 1.7196, 0.3479], [-0.1124, 1.6657, 1.3281], [1.1786, 2.3238, 0.0520], [1.5154, 3.6578, 0.0244], [2.5558, 4.0936, -0.7915], [3.2975, 3.1151, -1.4508], [3.0135, 1.7626, -1.4122], [1.8321, 1.3417, -0.7312], [1.3663, 0.1317, -0.8098], [3.9786, 0.7321, -1.9763], [4.4400, -0.1384, -0.7978], [5.2282, 1.3672, -2.5926], [3.3048, -0.1227, -3.0517], [2.8686, 5.5742, -0.8938], [1.7718, 6.2442, -1.7360], [4.2217, 5.8380, -1.5600], [2.8972, 6.1893, 0.5127], [-2.3576, 0.4790, -0.0460], [-1.7295, -0.6249, 0.1737], [-3.6646, 0.5692, -0.6371], [-4.2696, 1.8038, -0.7584], [-4.3598, -0.6941, -1.1160], [-5.7439, -0.4519, -1.7297], [-4.5531, -1.6131, 0.1016], [-3.4816, -1.3310, -2.2051], [-5.0747, 5.8087, 1.0983], [-3.4153, 5.2790, 1.3150], [-4.7465, 4.2268, 1.7961], [-6.4344, 5.1146, -0.6910], [-6.4442, 3.4867, -0.0277], [-6.0572, 3.7616, -1.7378], [-4.2920, 6.2530, -1.3085], [-3.9400, 4.8984, -2.3794], [-2.7524, 5.4008, -1.1746], [-1.9104, 3.8084, 0.5805], [0.9662, 4.3502, 0.6440], [4.1593, 3.4269, -2.0115], [5.0274, 0.4545, -0.1003], [5.0557, -0.9600, -1.1529], [3.5951, -0.5564, -0.2599], [5.7683, 1.9673, -1.8640], [4.9811, 1.9806, -3.4551], [5.8944, 0.5764, -2.9274], [2.3580, -0.5153, -2.6992], [3.9528, -0.9533, -3.3189], [3.1228, 0.4745, -3.9414], [1.8052, 5.8772, -2.7600], [1.9316, 7.3195, -1.7486], [0.7831, 6.0462, -1.3276], [4.2457, 5.4540, -2.5773], [5.0285, 5.3909, -0.9826], [4.3926, 6.9104, -1.6122], [1.9063, 6.2413, 0.9530], [3.2892, 7.2004, 0.4637], [3.5375, 5.6015, 1.1662], [-5.2465, 1.8397, -1.2041], [-6.4345, -0.0003, -1.0200], [-6.1656, -1.4073, -2.0359], [-5.6804, 0.1738, -2.6160], [-5.2991, -1.1835, 0.7711], [-3.6261, -1.7161, 0.6592], [-4.8942, -2.5979, -0.2125], [-3.4849, -0.6895, -3.0835], [-3.8705, -2.3054, -2.4884], [-2.4544, -1.4436, -1.8711], [0.3667, -1.4948, 2.7647], [1.5929, -1.8346, 3.4691], [1.5627, -1.6506, 4.8483], [2.6874, -1.8322, 5.6259], [3.8826, -2.1445, 5.0032], [3.9062, -2.3663, 3.6428], [2.7592, -2.2867, 2.8396], [2.8522, -2.7190, 1.4286], [3.8316, -3.6655, 1.0840], [4.0179, -4.0855, -0.2173], [3.1946, -3.6142, -1.2277], [2.1818, -2.7354, -0.8926], [2.0014, -2.2713, 0.4110], [0.0898, -0.5703, 3.1176], [-0.3715, -2.1347, 3.0620], [0.6311, -1.3548, 5.3133], [2.6361, -1.7035, 6.6947], [4.7878, -2.2288, 5.5830], [4.8534, -2.5915, 3.1817], [4.4514, -4.0915, 1.8586], [4.7990, -4.7959, -0.4422], [3.3251, -3.9467, -2.2472], [1.5029, -2.3913, -1.6730], [-1.1825, -3.9793, 1.8390], [-1.8228, -5.2597, 2.0363], [-2.8880, -5.4040, 1.0511], [-2.3686, -5.3090, -0.3049], [-1.7323, -4.0164, -0.4756], [-0.6264, -3.8014, 0.4848], [0.3296, -4.9132, 0.2727], [-0.2811, -6.2136, 0.4622], [-0.8228, -6.2976, 1.8108], [-1.3804, -6.3636, -0.4852], [-0.3527, -3.9331, 2.5501], [-1.9191, -3.1892, 2.0212], [-3.6241, -4.6128, 1.2120], [-3.3676, -6.3739, 1.1874], [-2.4817, -3.2387, -0.3297], [-1.3331, -3.9548, -1.4913], [1.1631, -4.8031, 0.9708], [0.7102, -4.8561, -0.7492], [-0.0082, -6.1666, 2.5276], [-1.2765, -7.2777, 1.9664], [-1.8566, -7.3325, -0.3215], [-0.9885, -6.3248, -1.5036]],
  "atomic_forces_ev_per_a": [[1.04, 0.86, 0.51], [0.05, -0.12, -0.08], [-0.13, 0.25, -0.02], [0.24, -0.05, 0.03], [0.02, -0.16, 0.04], [-0.18, 0.00, -0.01], [0.61, -0.34, 0.10], [0.72, 0.48, 0.40], [0.06, 0.15, -0.33], [-0.16, -0.92, -0.14], [0.20, 0.23, -0.16], [-0.11, -0.21, 0.19], [-0.18, 0.23, 0.14], [-0.55, -0.47, 0.19], [0.37, 2.28, 0.43], [-1.11, -2.51, 0.34], [0.11, -0.11, -0.05], [-0.09, 0.04, -0.01], [-0.21, -0.09, 0.12], [-0.04, 0.06, 0.08], [-0.03, 0.15, -0.02], [0.23, -0.01, 0.13], [-0.24, -0.05, 0.12], [0.05, -0.05, -0.22], [0.03, 0.50, 0.19], [-0.05, -0.07, -0.23], [-0.45, -0.40, -0.21], [-0.02, -0.22, -0.07], [-0.10, -0.15, -0.02], [0.23, 0.05, 0.10], [0.11, 0.09, 0.04], [0.03, 0.07, 0.16], [-0.05, 0.10, -0.04], [0.14, 0.03, 0.05], [-0.05, -0.05, 0.15], [-0.02, 0.08, 0.01], [-0.13, -0.11, 0.05], [-0.06, -0.08, -0.12], [-0.03, 0.07, 0.02], [0.04, -0.02, -0.10], [0.12, 0.04, 0.02], [-0.08, 0.14, 0.05], [-0.03, 0.09, 0.05], [0.13, 0.03, -0.06], [0.09, 0.10, 0.09], [0.14, -0.15, -0.06], [0.04, -0.03, 0.00], [0.09, 0.10, 0.04], [0.01, 0.13, -0.12], [0.08, -0.11, -0.06], [-0.04, -0.08, -0.07], [0.11, -0.14, -0.10], [-0.05, 0.06, -0.16], [-0.06, -0.03, -0.10], [-0.04, 0.18, -0.06], [-0.11, -0.02, 0.04], [0.07, -0.04, -0.09], [0.14, -0.05, -0.02], [0.04, 0.11, 0.01], [-0.14, 0.00, 0.10], [0.03, 0.19, 0.02], [0.08, -0.01, 0.12], [-0.14, -0.05, -0.03], [-0.06, 0.06, 0.05], [0.00, -0.08, 0.00], [-0.04, 0.12, -0.12], [-0.06, -0.03, 0.02], [-0.05, -0.14, 0.06], [-0.07, -0.09, -0.04], [0.04, 0.02, -0.14], [-0.08, -0.14, -0.05], [0.06, -0.10, -0.06], [-0.63, 0.26, -0.71], [0.49, -0.11, 0.21], [-0.06, 0.03, -0.08], [-0.05, 0.05, -0.02], [-0.06, -0.05, 0.02], [-0.04, 0.01, 0.01], [-0.15, 0.19, 0.23], [-0.08, -0.11, -0.34], [-0.07, 0.22, 0.18], [0.03, -0.08, -0.05], [-0.11, 0.10, 0.03], [0.10, -0.07, -0.20], [-0.10, -0.07, -0.02], [0.01, -0.36, -0.28], [0.10, 0.23, -0.12], [-0.07, 0.05, 0.04], [-0.01, 0.06, 0.12], [0.13, -0.01, 0.02], [0.07, -0.08, -0.10], [0.06, -0.02, 0.02], [0.05, -0.08, 0.00], [0.01, 0.00, -0.07], [0.10, 0.00, -0.02], [-0.09, -0.04, 0.19], [-0.11, 0.02, 0.34], [-0.18, 0.03, 0.06], [-0.30, -0.02, -0.27], [-0.21, 0.11, -0.16], [-0.15, 0.34, 0.03], [0.43, -0.09, -0.12], [0.16, -0.26, -0.06], [0.11, -0.11, 0.09], [0.08, -0.10, -0.10], [-0.02, 0.10, 0.01], [0.07, 0.06, 0.04], [-0.05, -0.04, 0.00], [-0.04, 0.03, -0.01], [0.10, 0.03, -0.04], [0.02, 0.11, 0.04], [-0.01, 0.04, -0.08], [-0.01, 0.06, 0.13], [-0.03, -0.05, 0.02], [0.02, 0.02, -0.02], [0.01, 0.03, -0.08], [0.00, -0.01, 0.01]],
  "homo_energy_ha": [-0.3665, -0.3675],
  "multiplicity": 5,
  "charge": 1,
  "lumo_ev": [-2.4, -5.3],
  "orbital_gap_ha": [0.2800, 0.1738]
}

---

Table of calculated total energy (eV), in record order: -12684.378 -128059.895
Table of ΔE to the lowest compared entry with this formula, charge and spin (kJ/mol), in record order: 474.40 83.62
Table of molecular weight (Da), in record order: 127.11 986.23